The following is a quantum chemistry calculation of a 2-piece molecular cluster, C13H15N5O4 overall in a non-equilibrium geometry, from the OMol25 dataset.

## Properties
Maximum force ... 3.1 eV Å⁻¹
Highest occupied orbital energy ... -8.492 eV
LUMO ... -1.933 eV
E ... -29355.27073 eV
Energy above the lowest of the compared OMol25 structures with the same formula, charge and spin ... 7.405 eV
Structure (SMILES) ... N#Cc1cc([N+](=O)[O-])cc2c1no[n+]2[O-].CC1(C)CCCN1
Gap between HOMO and LUMO ... 6.559 eV

Each line ends with the natural charge from an NBO analysis.
Element x y z (Å)
N  -1.38666  -3.94482  2.84947  -0.278
C  -0.97033  -2.92683  2.45627  0.264
C  -0.43116  -1.68177  2.01509  -0.257
C  0.93044  -1.34730  2.00833  -0.072
C  1.36948  -0.03163  1.71349  -0.104
N  2.78016  0.19129  1.58297  0.508
O  3.57823  -0.68434  1.97575  -0.369
O  3.18833  1.27405  1.05945  -0.453
C  0.44654  1.02027  1.52274  0.017
C  -0.89941  0.66899  1.50702  -0.088
C  -1.37892  -0.62752  1.77960  0.220
N  -2.68760  -0.66953  2.13542  -0.094
O  -3.07184  0.67892  2.12246  -0.145
N  -1.99270  1.52196  1.72632  0.426
O  -2.11261  2.74648  1.73540  -0.358
H  1.68090  -2.10710  2.22878  0.271
H  0.69458  2.06084  1.72440  0.295
C  2.68498  4.00188  -0.63206  -0.629
C  1.49495  3.83470  0.30346  0.141
C  1.89673  3.98360  1.75799  -0.643
C  0.32737  4.75777  -0.07287  -0.415
C  -0.40334  4.02961  -1.20743  -0.421
C  -0.10912  2.53674  -0.99188  -0.221
N  0.93415  2.47866  0.06089  -0.609
H  3.13016  4.99410  -0.49567  0.217
H  3.43877  3.24361  -0.38250  0.230
H  2.36544  3.90363  -1.67438  0.209
H  2.38788  4.94522  1.90370  0.227
H  1.02037  3.95045  2.40653  0.210
H  2.59281  3.19242  2.02657  0.237
H  -0.34221  4.83157  0.80055  0.217
H  0.67125  5.76499  -0.34352  0.225
H  -1.47747  4.22983  -1.14928  0.227
H  -0.04184  4.33274  -2.20187  0.211
H  -1.00214  1.98270  -0.66523  0.186
H  0.27111  2.04202  -1.90134  0.200
H  1.68743  1.82198  -0.13484  0.416

Atoms 1-6, force components in eV/Å:
N 0.7 1.9 -0.8
C -0.2 -2.2 0.8
C 1.0 0.5 -0.1
C -1.3 -0.8 -0.5
C -0.5 -0.1 -0.7
N 2.3 0.4 0.4